Molecular formula: H22HeO11
Method: DFT, the ωB97M-V functional and the def2-TZVPD basis

Its HOMO energy is -0.3658 hartree. The lowest unoccupied orbital energy comes out at -0.99 eV.

```
34
H22HeO11 the ωB97M-V functional and the def2-TZVPD basis
O -2.358 0.323 1.596
O -0.874 -2.110 2.145
O 2.699 -0.547 2.082
O 3.629 1.968 -1.606
O 1.736 -2.891 1.056
O -0.925 3.509 1.444
O -1.211 1.216 -3.408
O 1.983 2.097 2.891
O -1.921 -3.176 -2.573
O 1.186 2.479 -2.934
O -2.996 -0.172 -1.479
He 0.715 -0.200 -0.219
H 1.688 -3.519 0.336
H 1.932 1.176 2.638
H -0.793 -2.712 2.884
H 0.470 2.013 -2.504
H -2.397 -4.006 -2.565
H 2.660 2.123 3.568
H -2.660 -0.129 -0.584
H -1.703 0.824 -2.686
H 1.151 2.187 -3.845
H 2.443 -1.362 1.650
H 2.878 2.283 -2.109
H -0.490 3.460 2.295
H -3.126 0.374 2.165
H -1.945 -0.510 1.823
H 0.822 -2.700 1.270
H -1.158 2.604 1.240
H 3.827 1.110 -1.981
H -1.820 1.842 -3.801
H -3.255 -1.086 -1.594
H 2.735 -0.769 3.013
H -1.337 -2.613 1.475
H -1.582 -3.086 -1.682
```


Molecular formula: C6H8INO2S
Method: DFT, the ωB97M-V functional and the def2-TZVPD basis

Its HOMO energy (alpha / beta) is -0.3277 / -0.3276 hartree. The lowest unoccupied orbital energy (alpha / beta) comes out at -1.11 / -1.11 eV.

```
19
C6H8INO2S the ωB97M-V functional and the def2-TZVPD basis
I -0.178 -3.220 -0.351
S -1.859 0.046 -0.485
O -2.495 -0.786 -1.436
O -2.537 1.301 -0.280
N 0.102 -1.585 0.797
C 2.133 -0.348 -0.142
C 0.551 1.522 -0.391
C 0.638 -0.602 0.070
C -0.132 0.230 -0.923
C 1.354 0.628 0.649
C -1.780 -0.578 1.145
H -0.151 2.339 -0.075
H 0.000 0.077 -1.907
H 1.603 0.917 1.649
H -2.518 -1.281 1.485
H 2.581 0.034 -1.016
H 2.919 -0.939 0.427
H -1.356 0.148 1.825
H 1.125 2.098 -1.043
```


Molecular formula: C3H4N2OS
Method: DFT, the ωB97M-V functional and the def2-TZVPD basis

Its HOMO energy (alpha / beta) is -0.3545 / -0.3551 hartree. The lowest unoccupied orbital energy (alpha / beta) comes out at -3.26 / -3.27 eV.

```
11
C3H4N2OS the ωB97M-V functional and the def2-TZVPD basis
S -1.247 -1.609 -0.350
O -2.052 -0.730 2.071
N 0.743 1.599 -0.770
N -0.117 -0.408 -0.437
C 1.747 0.724 -0.399
C -0.393 0.883 -0.799
C 1.228 -0.514 -0.122
H 2.827 0.966 -0.225
H -2.939 -0.535 2.073
H 1.616 -1.513 0.119
H -1.413 1.137 -1.160
```


Molecular formula: C2H3CuO2
Method: DFT, the ωB97M-V functional and the def2-TZVPD basis

Its HOMO energy (alpha / beta) is -0.2922 / -0.2922 hartree. The lowest unoccupied orbital energy (alpha / beta) comes out at -1.40 / -1.40 eV.

```
8
C2H3CuO2 the ωB97M-V functional and the def2-TZVPD basis
Cu 1.691 1.601 0.583
O 0.039 -1.075 -0.072
O -0.377 1.092 -0.145
C -1.355 -1.353 0.079
C 0.413 0.189 -0.473
H -1.435 -2.437 0.217
H -1.927 -1.036 -0.803
H -1.779 -0.841 0.953
```


Molecular formula: C30H66N6O30S6
Method: DFT, the ωB97M-V functional and the def2-TZVPD basis

The SMILES is O=S1(=O)OCCO1.O=S1(=O)OCCO1.O=S1(=O)OCCO1.O=S1(=O)OCCO1.O=S1(=O)OCCO1.O=S1(=O)OCCO1.CNC(C)=O.CNC(C)=O.CNC(C)=O.CNC(C)=O.CNC(C)=O.CNC(C)=O. Its HOMO energy is -0.3222 hartree. The lowest unoccupied orbital energy comes out at -0.11 eV.

```
138
C30H66N6O30S6 the ωB97M-V functional and the def2-TZVPD basis
S 17.797 13.912 8.773
S 13.841 14.825 3.657
S 15.873 14.419 0.026
S 20.286 14.574 0.068
S 20.303 22.783 4.399
S 24.539 19.136 7.778
O 17.923 14.161 7.358
O 25.449 20.331 7.059
O 17.426 12.616 9.352
O 15.244 14.861 4.184
O 15.002 15.581 0.076
O 18.853 9.378 6.135
O 21.836 13.988 0.289
O 18.972 18.539 -2.414
O 21.244 22.938 3.310
O 16.591 13.909 1.237
O 12.742 14.475 4.849
O 19.708 13.222 0.748
O 21.563 14.867 4.277
O 17.015 15.121 9.494
O 13.721 19.300 6.701
O 20.933 23.477 5.773
O 19.152 14.326 9.535
O 24.554 17.964 6.901
O 15.210 20.303 0.736
O 24.840 18.956 9.243
O 19.662 21.502 4.792
O 17.022 14.650 -1.108
O 15.204 13.106 -0.730
O 20.043 15.761 0.880
O 18.186 18.224 4.813
O 19.087 23.893 4.254
O 20.093 14.638 -1.387
O 13.622 13.408 2.945
O 13.359 15.823 2.695
O 23.205 20.056 7.525
N 15.893 19.821 6.098
N 19.633 17.631 3.166
N 17.768 20.131 -1.312
N 18.578 10.602 4.276
N 22.551 16.528 5.466
N 17.076 20.287 1.992
C 23.160 20.756 6.307
C 18.309 11.905 4.807
C 20.152 24.599 6.182
C 17.768 17.866 -0.441
C 17.078 13.546 -1.982
C 20.161 18.924 2.781
C 15.409 18.559 2.335
C 20.514 12.805 1.900
C 23.837 15.273 3.848
C 18.698 17.375 4.111
C 24.601 21.135 6.190
C 18.422 8.193 4.144
C 16.009 21.148 6.739
C 12.855 12.520 3.756
C 18.195 18.873 -1.529
C 11.872 13.419 4.572
C 21.961 13.034 1.379
C 14.909 17.613 5.572
C 15.678 13.044 -2.079
C 21.474 16.999 6.334
C 15.877 19.854 1.618
C 14.807 18.995 6.181
C 18.628 9.487 4.957
C 19.353 15.711 9.795
C 18.193 21.211 -2.132
C 19.374 25.051 4.957
C 17.775 21.519 1.546
C 18.265 15.896 4.237
C 17.920 16.189 9.854
C 22.558 15.516 4.558
H 13.961 17.350 5.102
H 17.763 21.187 -3.134
H 22.493 12.132 1.076
H 22.722 20.058 5.592
H 18.109 11.933 5.878
H 19.481 19.754 2.974
H 22.606 13.459 2.147
H 19.827 25.652 4.168
H 16.602 19.475 5.466
H 18.253 10.379 3.346
H 24.216 14.332 4.246
H 20.800 25.377 6.584
H 16.698 17.727 -0.282
H 14.915 18.021 1.526
H 19.275 21.225 -2.260
H 13.539 12.086 4.485
H 15.086 21.728 6.770
H 23.481 16.815 5.737
H 20.714 17.666 5.927
H 18.919 8.138 3.175
H 24.567 16.070 3.989
H 15.752 17.560 4.883
H 18.584 21.219 0.880
H 21.126 19.200 3.207
H 19.211 12.516 4.852
H 19.061 15.153 4.283
H 18.573 7.414 4.892
H 19.803 15.845 10.779
H 11.385 12.982 5.444
H 12.406 11.745 3.135
H 18.230 18.386 0.398
H 17.600 16.531 10.838
H 16.400 20.934 7.734
H 21.905 17.372 7.262
H 17.600 15.783 5.093
H 20.052 16.836 2.704
H 18.442 25.550 5.223
H 19.970 16.280 9.100
H 17.367 8.126 3.879
H 17.655 12.797 -1.441
H 17.634 17.022 9.212
H 18.310 16.929 -0.314
H 20.197 18.930 1.692
H 15.105 13.549 -2.857
H 20.397 11.760 2.187
H 18.243 22.098 2.342
H 17.531 19.875 2.794
H 17.325 20.364 -0.435
H 15.666 11.988 -2.349
H 20.194 13.499 2.677
H 17.489 13.773 -2.966
H 17.134 22.132 0.913
H 17.761 15.626 3.309
H 24.832 21.139 5.124
H 14.649 18.827 3.069
H 20.808 16.192 6.640
H 17.938 22.174 -1.692
H 23.558 15.224 2.795
H 16.197 17.927 2.745
H 11.094 13.769 3.892
H 16.656 21.839 6.200
H 17.723 12.546 4.148
H 15.174 16.963 6.406
H 19.551 24.265 7.027
H 22.438 21.569 6.389
H 24.696 22.126 6.635
```


Molecular formula: H2NaO
Method: DFT, the ωB97M-V functional and the def2-TZVPD basis

Its HOMO energy is -0.5037 hartree. The net charge is +1. The lowest unoccupied orbital energy comes out at -5.74 eV.

```
4
H2NaO the ωB97M-V functional and the def2-TZVPD basis
Na -4.753 -1.977 0.700
O 1.491 0.270 -0.269
H 1.457 0.825 0.543
H 1.804 0.881 -0.974
```


Calculated energy above the lowest of the compared OMol25 structures with the same formula, charge and spin, 1.4163, 5.7013, 5.0588, 0.0000, 2.1409, 0.9605 eV (same order as the records).
Calculated E, -22958.6726, -30866.4270, -19033.9896, -50854.0086, -167550.1808, -6490.0371 eV (same order as the records).